[1]
ORCA calculation (the ωB97M-V functional and the def2-TZVPD basis) on a 2-piece molecular cluster, F3HOSi overall.

Last column: natural (NBO) charge in e.
Atoms and positions in Å:
1 O 1.13 -1.55 1.74  -0.473
2 F -1.49 1.29 -0.09  -0.657
3 F -1.17 -0.20 -2.03  -0.653
4 F 0.85 0.88 -0.86  -0.657
5 Si -0.56 0.19 -0.64  2.034
6 H 1.24 -0.62 1.89  0.406

Output
HOMO energy (spin up / spin down) ... -0.467 / -0.367 Ha
LUMO energy (spin up / spin down) ... -2.275 / -2.273 eV
2S+1 ... 1

[2]
ORCA calculation (the ωB97M-V functional and the def2-TZVPD basis) on F4Li5 as an isolated structure.

Last column: natural (NBO) charge in e.
Atoms and positions in Å:
1 Li -0.33 18.74 -21.60  0.982
2 Li -1.09 17.64 -19.54  0.910
3 Li 1.47 16.12 -19.38  0.972
4 Li -2.67 19.99 -18.55  0.988
5 Li -0.68 15.04 -18.17  0.976
6 F -0.64 19.73 -19.79  -0.962
7 F -2.98 17.84 -20.24  -0.957
8 F -0.09 17.01 -17.77  -0.957
9 F -0.72 15.75 -20.24  -0.952

Output
HOMO energy ... -0.461 Ha
LUMO energy ... -4.518 eV
Charge ... +1
2S+1 ... 1

One value per record, in order, for ΔE to the lowest compared entry with this formula, charge and spin: 572.1; 0.0 kJ/mol.